# 1
{
  "formula": "C30H55ClN10",
  "method": "the ωB97M-V functional and the def2-TZVPD basis",
  "species": ["C", "C", "N", "C", "C", "N", "C", "C", "H", "H", "H", "H", "H", "H", "H", "H", "H", "H", "H", "C", "C", "N", "C", "C", "N", "C", "C", "H", "H", "H", "H", "H", "H", "H", "H", "H", "H", "H", "C", "C", "N", "C", "C", "N", "C", "C", "H", "H", "H", "H", "H", "H", "H", "H", "H", "H", "H", "C", "C", "N", "C", "C", "N", "C", "C", "H", "H", "H", "H", "H", "H", "H", "H", "H", "H", "H", "C", "C", "N", "C", "C", "N", "C", "C", "H", "H", "H", "H", "H", "H", "H", "H", "H", "H", "H", "Cl"],
  "positions_angstrom": [[-1.046392, 0.514259, 3.557863], [0.197542, 0.173431, 4.356551], [-0.011275, -0.650924, 5.624349], [0.725983, -0.542538, 6.781201], [0.215317, -1.367866, 7.718430], [-0.927752, -2.019725, 7.182121], [-1.030831, -1.512446, 5.901105], [-1.880878, -2.812450, 7.868143], [-0.958142, 1.395452, 2.922396], [-1.916788, 0.780421, 4.157596], [-1.321217, -0.215553, 2.796322], [0.678465, 1.082905, 4.716659], [0.975041, -0.388244, 3.838756], [1.562880, 0.137822, 6.836879], [0.547199, -1.397282, 8.745749], [-1.797493, -1.748126, 5.177866], [-1.772681, -3.844979, 7.536079], [-2.847215, -2.419961, 7.551518], [-1.692564, -2.735345, 8.938982], [2.766773, 3.501843, -5.699169], [2.092144, 3.656982, -4.229387], [2.850843, 3.387633, -3.147725], [4.125779, 3.885280, -2.941408], [4.708894, 3.344095, -1.789694], [3.758493, 2.382724, -1.305370], [2.631318, 2.381351, -2.120094], [3.919012, 1.681990, -0.113890], [1.940765, 3.530721, -6.409783], [3.270690, 2.537387, -5.636048], [3.467113, 4.225819, -6.115669], [1.253411, 2.961763, -4.265294], [1.685178, 4.655644, -4.070743], [4.447859, 4.673194, -3.606137], [5.650535, 3.541586, -1.299082], [1.704924, 1.884396, -1.872643], [4.469910, 0.754324, -0.268971], [2.943739, 1.425958, 0.300089], [4.375529, 2.287472, 0.669111], [2.780803, -3.201687, 0.560102], [2.415270, -3.271367, 2.059199], [0.952284, -3.511985, 2.222094], [0.381578, -4.142138, 3.241950], [-0.959442, -3.966917, 3.130593], [-1.250305, -3.496445, 1.835712], [-0.042302, -3.151735, 1.336549], [-2.465022, -3.387207, 1.224501], [3.868542, -3.213034, 0.490864], [2.449074, -2.260225, 0.122246], [2.223640, -3.956846, 0.005660], [2.663238, -2.365015, 2.611575], [2.900257, -4.133148, 2.517705], [1.060522, -4.610581, 3.939078], [-1.730623, -4.140284, 3.866535], [0.050952, -2.584051, 0.422526], [-2.598285, -3.979342, 0.319125], [-2.658512, -2.391247, 0.826074], [-3.322060, -3.547946, 1.878532], [-4.260161, -0.208573, 0.899299], [-3.197541, 0.521231, 0.125386], [-3.706750, 1.678083, -0.547370], [-3.946855, 2.918739, -0.038760], [-4.484832, 3.689807, -1.080283], [-4.819170, 2.785998, -2.101704], [-4.373690, 1.587121, -1.725757], [-5.528525, 3.079546, -3.271085], [-5.015828, -0.583516, 0.209022], [-4.827856, 0.519382, 1.478879], [-3.935301, -0.942243, 1.637055], [-2.704325, -0.189687, -0.537506], [-2.390807, 0.903483, 0.750825], [-3.708273, 3.146025, 0.989748], [-4.801059, 4.719428, -1.001020], [-4.578329, 0.645818, -2.214085], [-4.900804, 3.226951, -4.149907], [-6.207373, 3.897082, -3.028382], [-6.060048, 2.142689, -3.438082], [-1.393330, 0.579854, -4.463770], [-0.449000, -0.028552, -3.426079], [0.949714, -0.273307, -3.792188], [1.604220, 0.249245, -4.893974], [2.868019, -0.329200, -4.948318], [3.043998, -1.017244, -3.713588], [1.866534, -0.988691, -3.041515], [4.268556, -1.583378, -3.240604], [-1.010457, 1.537574, -4.816309], [-2.373501, 0.671965, -3.995917], [-1.494738, -0.004051, -5.378575], [-0.844162, -1.041055, -3.343762], [-0.487348, 0.489228, -2.467677], [1.142064, 0.954880, -5.568428], [3.655052, -0.195339, -5.675687], [1.611400, -1.361016, -2.060357], [4.325105, -2.462949, -2.599305], [4.658288, -0.780662, -2.614624], [4.718984, -1.976963, -4.151822], [0.306415, 0.204486, 0.338948]],
  "forces_ev_per_a": [[-0.7, 0.0, -0.5], [0.4, -0.3, 1.1], [-2.0, -0.6, 0.4], [0.5, 0.2, -0.5], [-1.0, -0.3, 0.0], [3.2, 3.8, -2.7], [0.8, -0.2, 0.8], [-0.8, -0.9, 0.0], [0.9, 0.2, 0.3], [0.1, -0.4, 0.4], [0.0, -0.5, 0.4], [-0.1, 0.0, 0.1], [-0.3, 0.1, -0.5], [-0.1, -0.1, 0.1], [-0.3, -0.5, 0.0], [0.0, -0.1, 0.3], [-0.1, -0.1, 0.3], [-0.2, -0.3, 0.6], [-0.3, 0.0, -0.1], [-0.4, -0.1, 1.3], [-2.6, 1.2, -4.8], [5.6, -2.5, 5.2], [-2.9, 0.3, -1.3], [-2.5, -2.4, 0.8], [-0.4, 3.1, -3.9], [3.2, 2.7, 0.2], [-0.3, -1.7, 2.8], [0.0, -0.4, 0.1], [-0.1, -0.1, -0.5], [0.1, 0.4, 0.8], [-0.1, 0.1, 0.3], [-0.2, 0.2, -0.4], [0.5, 0.0, 0.0], [0.1, 0.0, 0.1], [-0.3, -0.4, 0.0], [0.2, 0.1, 0.0], [-0.3, -0.2, -0.2], [0.4, 0.1, -0.3], [-0.4, 0.7, 0.8], [-0.6, -0.4, -0.9], [-0.8, 1.1, -3.8], [-0.2, 0.3, 1.6], [-1.2, -1.1, -0.2], [5.4, 0.1, 3.1], [0.4, -0.3, 0.6], [-3.9, 1.2, -2.2], [-0.1, -0.5, -0.3], [-0.1, 0.4, 0.2], [0.7, -0.5, 0.0], [0.1, -0.1, -0.1], [0.1, 0.1, 0.1], [-0.6, 0.0, 0.6], [-0.1, -0.5, -0.4], [0.3, -0.1, 0.1], [0.3, -0.7, 0.4], [0.5, 0.3, 0.2], [0.4, -0.4, 0.2], [-1.3, 0.9, 0.5], [1.2, -0.8, 1.3], [-2.4, -0.3, -1.9], [0.4, 1.5, -1.5], [-0.2, -1.8, 1.8], [2.5, 0.2, 3.4], [0.7, 0.3, 0.2], [-1.4, -0.6, -1.4], [0.1, -0.6, 0.1], [0.0, 0.1, 0.2], [0.2, -0.1, -0.5], [0.0, 0.5, -0.5], [0.0, -0.2, 0.2], [0.2, 0.3, -0.2], [-0.1, -0.1, -0.5], [0.2, 0.2, -0.3], [0.1, 0.5, 0.2], [0.0, -0.1, -0.6], [-0.7, 0.4, -0.5], [1.2, 0.4, -0.5], [-1.1, -1.2, -0.1], [2.3, 0.5, 0.4], [1.1, -1.5, 0.0], [-0.9, 0.8, 1.9], [-3.8, 0.2, -0.6], [-0.8, 1.2, -2.1], [1.0, -0.4, 0.0], [-0.4, 0.4, 0.2], [0.1, 0.2, -0.1], [0.0, -0.4, 0.2], [0.0, 0.0, 0.8], [0.0, -0.1, 0.1], [-0.1, -0.5, -0.2], [0.0, -0.2, 0.1], [0.3, -0.3, 0.0], [-1.4, -0.1, 0.1], [1.3, -0.1, -0.7], [1.2, 0.8, 0.2], [0.5, 0.0, -0.7]],
  "lowdin_spin": [0.000, 0.000, 0.000, 0.000, 0.000, 0.000, 0.000, 0.000, 0.000, 0.000, 0.000, 0.000, 0.000, 0.000, 0.000, 0.000, 0.000, 0.000, 0.000, 0.009, 0.012, 0.077, 0.205, 0.361, 0.001, 0.297, -0.008, 0.000, 0.001, 0.000, 0.000, 0.007, 0.005, 0.011, 0.010, -0.004, -0.001, -0.002, 0.000, 0.000, 0.000, 0.000, 0.000, 0.000, 0.000, 0.000, 0.000, 0.000, 0.000, 0.000, 0.000, 0.000, 0.000, 0.000, 0.000, 0.000, 0.000, 0.000, 0.000, 0.000, 0.000, 0.000, 0.000, 0.000, 0.000, 0.000, 0.000, 0.000, 0.000, 0.000, 0.000, 0.000, 0.000, 0.000, 0.000, 0.000, 0.000, 0.000, 0.001, 0.002, 0.002, 0.001, 0.001, 0.000, 0.000, 0.000, 0.000, 0.000, 0.000, 0.000, 0.000, 0.000, 0.000, 0.000, 0.000, 0.012],
  "charge": 5,
  "spin_multiplicity": 2,
  "e_tot_ha": -2181.83548,
  "homo_lumo_gap_ev": [5.867, 2.120],
  "largest_force_ev_per_a": 8.0,
  "s2": 0.7680,
  "molar_mass_g_mol": 591.3
}

***

# 2
{
  "formula": "C30H55F2N4O10P",
  "method": "the ωB97M-V functional and the def2-TZVPD basis",
  "species": ["N", "P", "O", "N", "C", "O", "N", "C", "O", "F", "C", "C", "N", "C", "C", "C", "C", "F", "C", "C", "O", "C", "C", "C", "C", "C", "C", "C", "C", "O", "O", "H", "H", "H", "H", "H", "H", "H", "H", "H", "H", "H", "H", "H", "H", "H", "H", "H", "H", "H", "H", "H", "H", "H", "C", "C", "C", "O", "H", "H", "H", "H", "H", "H", "H", "H", "C", "C", "C", "O", "H", "H", "H", "H", "H", "H", "H", "H", "C", "C", "C", "O", "H", "H", "H", "H", "H", "H", "H", "H", "C", "C", "C", "O", "H", "H", "H", "H", "H", "H", "H", "H"],
  "positions_angstrom": [[-0.302066, -4.207944, 2.116494], [0.473087, -3.905015, 3.659666], [-0.812791, -4.121043, 4.818259], [1.083888, -2.210088, 3.793297], [0.118710, -1.503080, 4.734330], [0.551391, -1.254818, 5.900726], [-1.279379, -1.161350, 4.344878], [-1.613358, 0.249811, 4.648312], [-2.187251, 0.919326, 3.747417], [-1.386474, 0.906944, 5.886799], [2.476104, -2.291357, 4.354853], [3.571435, -2.848481, 3.307866], [3.110490, -2.962593, 1.892291], [2.257706, -1.783892, 1.472268], [3.322421, -0.565652, 1.237862], [4.612996, -1.044442, 0.350950], [5.626862, 0.234793, 0.308662], [6.229414, 0.485991, 1.624621], [1.684675, -2.198594, -0.002044], [0.624602, -1.150993, -0.589640], [0.896434, 0.013638, -0.982634], [-0.916406, -1.658316, -0.683292], [-1.294617, -2.618955, -1.857704], [-2.775456, -3.088957, -1.974435], [-3.886420, -2.657250, -0.968976], [-3.512006, -1.721687, 0.241950], [-2.031659, -1.238746, 0.333387], [1.076569, -1.421011, 2.508388], [1.121119, 0.193177, 2.753376], [0.339868, 0.938170, 2.049281], [1.932250, 0.803689, 3.695713], [-1.317328, -4.369425, 2.192365], [0.176958, -4.930792, 1.562914], [-0.375046, -4.151193, 5.708721], [-1.877044, -1.756858, 4.943373], [2.429518, -3.044810, 5.236357], [2.869490, -1.308727, 4.787350], [4.562574, -2.260272, 3.399015], [3.829504, -3.928810, 3.649836], [2.559425, -3.815910, 1.713891], [3.785859, -0.198386, 2.237080], [2.861252, 0.304332, 0.629651], [5.210002, -1.882735, 0.847564], [4.336809, -1.239858, -0.746341], [6.523232, -0.075891, -0.361611], [5.139476, 1.166366, -0.140060], [1.145723, -3.213015, 0.165308], [2.513765, -2.405689, -0.761319], [-0.525237, -3.000321, -2.627456], [-3.108154, -3.785938, -2.833894], [-4.974684, -2.984794, -1.057346], [-4.271038, -1.395115, 1.033541], [-1.688166, -0.553149, 1.203754], [0.032472, -1.596702, 2.030209], [-0.662848, -5.321367, -6.304609], [-1.524268, -4.183102, -5.780683], [-1.781331, -3.142136, -6.858439], [-0.871395, -3.566031, -4.671876], [0.314973, -4.952656, -6.631508], [-0.476297, -6.056331, -5.516320], [-1.144560, -5.825951, -7.146287], [-2.477040, -4.580011, -5.417993], [-0.843055, -2.697570, -7.204862], [-2.391574, -2.324488, -6.464950], [-2.296702, -3.581643, -7.716679], [-0.026547, -3.211376, -4.983076], [-0.556850, -2.997263, -11.182590], [-1.417461, -1.858099, -10.659025], [-1.675496, -0.818181, -11.737998], [-0.764037, -1.240546, -9.552228], [0.420807, -2.629333, -11.510796], [-0.369865, -3.731306, -10.393551], [-1.039465, -3.502742, -12.023296], [-2.369901, -2.254156, -10.295064], [-0.736701, -0.374560, -12.085514], [-2.285186, -0.000065, -11.344661], [-2.191776, -1.258303, -12.595294], [0.080305, -0.886433, -9.863724], [-1.266059, 5.017499, 4.708210], [-2.578560, 5.553988, 5.256864], [-2.993357, 4.815242, 6.519566], [-3.597474, 5.413582, 4.269688], [-1.356591, 3.959251, 4.442856], [-0.985464, 5.549072, 3.794388], [-0.459151, 5.126318, 5.438053], [-2.478610, 6.622348, 5.472172], [-3.143821, 3.749825, 6.316890], [-3.944118, 5.202947, 6.896494], [-2.238161, 4.918110, 7.303453], [-3.693261, 4.471432, 4.072586], [0.024576, 9.017423, 2.857739], [0.668099, 9.161746, 4.227919], [1.491742, 7.934370, 4.584557], [-0.347720, 9.352862, 5.210533], [-0.655293, 8.159389, 2.833817], [-0.573527, 9.901463, 2.619390], [0.780018, 8.885666, 2.078491], [1.306530, 10.049805, 4.242597], [0.863075, 7.039098, 4.620483], [1.938802, 8.046605, 5.576384], [2.291182, 7.770303, 3.857103], [-0.918088, 8.571723, 5.204963]],
  "forces_ev_per_a": [[-0.3, 0.7, 2.3], [-0.3, -4.9, -0.5], [1.8, 1.4, -1.1], [-1.5, 2.6, -0.2], [1.7, 2.3, 6.5], [-2.0, -1.5, -5.5], [1.8, 0.4, 1.3], [-2.7, 4.5, -3.9], [2.7, -3.4, 4.8], [-0.1, -2.6, -2.5], [2.2, -0.7, 2.0], [0.1, -1.6, 0.3], [-1.4, 0.9, 0.8], [1.7, 0.2, -1.6], [1.0, -0.3, -0.4], [0.3, 2.0, 0.8], [0.7, -1.5, -0.6], [-1.4, -0.3, -2.0], [-0.9, -0.6, 0.7], [-0.8, 2.5, -0.8], [-0.5, -4.6, 1.5], [-3.1, -1.6, -0.7], [-2.6, 1.0, 2.7], [0.2, 1.7, 2.2], [3.7, 1.6, 1.1], [3.2, -1.3, -3.1], [-0.3, -1.5, -1.6], [-1.1, 2.0, -2.6], [0.5, 5.9, 2.1], [1.9, -3.9, 1.3], [-2.9, -4.5, -3.2], [0.6, 0.3, -0.4], [-0.3, 0.5, 0.7], [-0.5, -0.1, -1.0], [0.3, 0.2, -0.4], [0.0, 1.3, -1.5], [-1.4, -1.0, -0.9], [-1.9, -0.6, -0.3], [-0.4, 1.8, -0.6], [0.5, 0.4, 0.5], [-1.2, -0.4, -1.7], [0.4, -1.4, 1.4], [-1.1, 1.0, -0.9], [0.5, 0.0, 1.7], [-1.5, 0.7, 1.1], [0.7, -1.1, 1.2], [0.6, 1.7, -0.5], [-1.0, 0.6, 1.3], [-1.6, 0.8, 1.5], [0.8, 1.3, 1.5], [1.8, 0.4, -0.1], [1.3, -0.5, -1.4], [-0.8, -1.1, -1.6], [1.9, 0.2, 0.8], [0.0, -0.3, 0.1], [0.5, 0.2, -0.5], [-0.2, 0.2, 0.1], [0.0, -0.1, 0.1], [-0.1, 0.1, -0.1], [-0.1, 0.0, -0.1], [0.1, 0.0, 0.0], [0.1, 0.1, 0.2], [-0.1, -0.1, -0.1], [0.0, -0.1, 0.0], [0.1, 0.1, 0.0], [-0.2, 0.0, -0.1], [0.0, -0.3, 0.1], [0.6, 0.2, -0.4], [-0.3, 0.2, 0.0], [-0.1, 0.0, 0.3], [-0.1, 0.1, -0.1], [-0.1, 0.0, -0.1], [0.1, 0.0, 0.0], [0.1, 0.1, 0.2], [0.0, -0.2, 0.0], [0.0, -0.1, 0.0], [0.1, 0.1, 0.0], [-0.2, -0.1, 0.0], [0.2, 0.1, -0.1], [0.1, -0.8, -0.1], [-0.2, 0.2, 0.3], [-0.2, 0.3, -0.1], [0.0, 0.0, 0.1], [0.0, 0.0, 0.1], [0.0, -0.1, -0.1], [-0.2, 0.0, -0.1], [0.2, 0.0, -0.1], [0.1, 0.0, 0.0], [-0.1, -0.1, 0.0], [0.1, 0.2, 0.0], [0.0, 0.2, -0.2], [-0.3, -0.6, -0.2], [0.3, 0.0, 0.2], [0.0, 0.3, 0.2], [0.1, 0.0, 0.0], [0.1, 0.0, 0.0], [-0.1, 0.0, 0.0], [-0.2, 0.0, 0.2], [0.0, 0.1, -0.2], [0.0, 0.1, -0.1], [-0.1, 0.0, 0.1], [0.1, 0.1, -0.1]],
  "mulliken_charge": [-0.412, -0.014, -0.566, 0.881, -0.146, -0.507, 0.131, 0.518, -0.394, -0.231, -0.333, -0.605, -0.284, 0.473, -1.291, -0.436, -0.354, -0.330, -0.930, 0.419, -0.572, 0.517, -0.458, -0.400, -0.489, -0.525, -0.139, 0.492, 0.088, -0.664, -0.804, 0.235, 0.296, 0.392, 0.447, 0.354, 0.440, 0.236, 0.439, 0.558, 0.475, 0.545, 0.249, 0.174, 0.310, 0.304, 0.240, 0.494, 0.383, 0.193, 0.315, 0.349, 0.467, -0.495, -1.442, 0.422, -1.293, -0.408, 0.357, 0.361, 0.395, 0.221, 0.331, 0.340, 0.363, 0.301, -1.197, 0.496, -1.392, -0.525, 0.326, 0.280, 0.369, 0.262, 0.354, 0.335, 0.370, 0.335, -0.759, 0.636, -1.249, -0.563, 0.104, 0.172, 0.319, 0.061, 0.208, 0.342, 0.364, 0.350, -1.090, 0.333, -0.843, -0.554, 0.218, 0.317, 0.349, 0.294, 0.012, 0.305, 0.357, 0.319],
  "spin_multiplicity": 1,
  "e_tot_ha": -2688.24638,
  "homo_lumo_gap_ev": 7.057,
  "largest_force_ev_per_a": 7.0,
  "molar_mass_g_mol": 700.8
}